Record 1
19
Properties=species:S:1:pos:R:3:forces:R:3:lowdin_charge:R:1 method="wB97M-V/def2-TZVPD" homo_ev=-9.4 lumo_energy_ev=0.67 energy_ev=-12418.4188 orbital_gap_ha=0.369
C 1.208984 1.065988 1.219709 -3.6 -0.4 -1.7 0.005
C 1.262514 0.843446 -0.332644 -0.5 -3.4 3.1 -0.489
O 1.382435 1.695365 -1.114748 0.5 3.2 -2.2 0.117
C 1.215541 -0.616232 -0.714625 -0.1 0.8 1.3 -0.155
C 0.088240 -1.374329 -0.028403 -0.2 1.4 -2.6 -0.147
C -1.214372 -1.004533 -0.835567 -2.4 -3.0 1.5 -0.203
N -1.527523 0.385289 -0.903619 0.4 1.0 -2.6 0.040
N -1.955775 0.938465 0.106895 0.3 2.5 0.5 -0.233
O -2.045637 0.446980 1.223121 -0.6 -0.6 1.8 -0.064
H 1.844185 0.436033 1.788926 0.4 -0.6 0.5 0.073
H 0.074331 1.037270 1.547699 2.3 -0.5 -0.4 0.102
H 1.412609 2.068021 1.296226 1.1 2.5 0.7 0.040
H 2.166975 -0.909971 -0.385666 1.5 -1.0 1.1 0.105
H 1.335076 -0.741744 -1.740349 -0.6 -0.1 -2.1 0.101
H 0.305304 -2.434121 -0.130920 -0.4 -0.1 0.6 0.115
H -0.013311 -0.918515 0.942548 -0.2 -0.9 0.6 0.075
H -1.335721 -1.523679 -1.882042 0.6 1.4 2.0 0.146
H -2.062733 -1.430111 -0.141235 1.2 0.3 -1.4 0.136
H -2.141129 2.036384 0.084700 0.2 -2.6 -0.7 0.234



Record 2
7
Properties=species:S:1:pos:R:3:forces:R:3:lowdin_charge:R:1 method="wB97M-V/def2-TZVPD" homo_ev=-11.0 lumo_energy_ev=0.14 energy_ev=-7234.3111 orbital_gap_ha=0.411
C 0.190503 1.428122 0.252037 0.1 0.0 -0.1 0.144
C -0.754690 3.058391 0.193708 2.5 2.9 1.4 -0.591
C 0.077838 0.187350 -0.052515 -1.2 1.2 0.0 -0.012
O -0.211151 4.067074 0.431568 -0.4 -0.4 -0.4 0.181
O -1.586336 2.272576 -0.004353 -2.8 -1.7 -1.1 0.160
H -0.656034 -0.477048 -0.409413 -0.7 -0.4 -0.3 0.072
H 0.951159 -0.130483 0.391440 2.5 -1.5 0.6 0.046



Record 3
22
Properties=species:S:1:pos:R:3:forces:R:3:lowdin_charge:R:1 method="wB97M-V/def2-TZVPD" homo_ev=-4.1 lumo_energy_ev=3.09 energy_ev=-21363.9475 orbital_gap_ha=0.264 total_charge=-1
C 0.604835 -0.730865 1.501214 0.3 0.3 -1.2 -0.208
C 1.497519 -0.165882 2.595846 -0.7 -1.3 0.6 -0.122
C 1.032674 -2.063751 0.810057 -0.4 0.3 0.1 -0.759
O 2.256810 -2.272872 0.705816 0.1 -0.2 0.2 -0.078
O 0.066178 -2.687125 0.304526 0.1 -0.2 -0.1 -0.106
H -0.476897 -0.723475 1.642544 0.1 -0.1 0.6 0.090
H 0.732408 -0.106715 0.609491 0.0 0.2 0.6 0.054
H 2.511957 -0.099129 2.208161 0.0 0.4 0.2 0.063
H 1.517785 -0.904346 3.410191 0.2 0.0 0.0 0.064
H 1.082142 0.725078 3.072309 0.3 0.4 -0.4 0.053
C -0.204140 0.830477 -1.515600 -0.3 -1.5 -0.5 -0.577
C 0.423414 1.810259 -2.501258 0.1 0.1 0.6 -0.163
C -2.620763 -0.187637 -0.400893 -0.2 1.1 0.7 -0.396
S -1.814382 1.373819 -0.919058 -0.1 -0.1 -0.2 0.767
H -0.331340 -0.188421 -1.908180 -0.4 0.4 -0.7 0.084
H 0.394204 0.501899 -0.696018 0.7 1.0 0.5 0.013
H 0.636202 1.309037 -3.441940 -0.2 0.2 -0.2 0.064
H 1.365667 2.227910 -2.145733 0.1 -0.1 0.2 0.064
H -2.818236 0.012484 0.653954 0.0 -0.5 0.0 0.010
H -3.589994 -0.235464 -0.894249 0.1 -0.3 -0.2 0.012
H -2.016995 -1.089002 -0.484382 0.2 0.1 -0.2 0.033
H -0.249046 2.663713 -2.606808 0.0 -0.1 -0.5 0.040



Record 4
27
Properties=species:S:1:pos:R:3:forces:R:3:lowdin_charge:R:1 method="wB97M-V/def2-TZVPD" homo_ev=-7.8 lumo_energy_ev=0.90 energy_ev=-13139.3748 orbital_gap_ha=0.320 smiles=Cc1c[nH]c2ccccc12.CC
C -1.481303 0.307553 1.792842 -1.5 -0.1 -0.1 -0.067
C -0.414997 -0.433870 1.071480 1.0 1.6 0.7 -0.231
C -0.185060 -1.733554 0.755969 0.1 0.9 -0.5 -0.040
N 0.997945 -1.805528 0.023217 -0.5 -1.4 0.2 0.057
C 1.596919 -0.589043 -0.046435 -0.2 0.4 0.1 -0.227
C 2.827249 -0.289125 -0.617112 -0.9 0.7 0.0 -0.030
C 3.263727 1.030610 -0.463420 0.8 -1.3 1.8 -0.112
C 2.458679 1.970707 0.174739 -0.5 -0.2 0.1 -0.108
C 1.123517 1.684729 0.504576 0.2 0.2 0.8 -0.029
C 0.725176 0.351481 0.604977 0.8 -1.2 -1.8 -0.118
H -2.187382 -0.316733 2.356360 0.0 -0.1 -0.5 0.082
H -2.016505 0.878665 1.021597 -0.3 -0.1 0.3 0.065
H -1.209903 1.067894 2.525180 0.9 -0.1 -0.1 0.078
H -0.847678 -2.569935 0.880476 0.2 -0.3 0.1 0.117
H 1.464718 -2.667461 -0.215475 -0.2 0.2 0.0 0.151
H 3.395871 -1.038221 -1.147991 0.2 -0.1 0.2 0.103
H 4.349631 1.064218 -0.359738 -0.1 0.9 -0.9 0.102
H 2.887024 2.869807 0.602512 -0.1 0.3 -0.7 0.097
H 0.475992 2.503956 0.805417 0.1 -0.2 0.3 0.105
C -4.102080 0.142004 -0.898672 -1.7 0.3 -0.3 -0.157
C -3.946251 -0.491296 -2.305189 1.2 -0.1 0.9 -0.153
H -3.436275 -0.086144 -0.075500 0.9 0.1 -0.6 0.023
H -4.241324 1.212978 -1.059553 0.4 0.1 0.6 0.062
H -5.041442 -0.176204 -0.417827 -0.1 0.0 -0.5 0.062
H -3.080394 -1.163776 -2.308184 -0.5 -0.5 0.0 0.058
H -3.652055 0.221084 -3.072425 -0.3 0.4 0.1 0.055
H -4.869522 -0.967532 -2.603086 0.0 -0.3 -0.2 0.054



Record 5
11
Properties=species:S:1:pos:R:3:forces:R:3:lowdin_charge:R:1 method="wB97M-V/def2-TZVPD" homo_ev=-9.6 lumo_energy_ev=-0.91 energy_ev=-18930.3120 orbital_gap_ha=0.318
C 0.212386 -1.397590 1.528625 0.1 0.2 -0.4 -0.170
C 0.620814 -1.009432 0.271759 -0.1 0.0 0.2 -0.120
N -0.386444 -0.336371 2.114694 -0.2 -0.6 1.0 -0.027
N -0.374152 0.662701 1.301167 -0.2 0.9 -0.3 -0.059
N 0.238487 0.277245 0.221475 0.0 1.8 -2.7 -0.114
N 0.191176 1.428083 -1.320347 1.5 -1.9 2.6 -0.366
S -1.275036 1.456890 -1.983444 -1.0 -0.3 -0.4 0.765
H 0.293947 -2.334926 2.036640 0.1 -0.2 0.1 0.084
H 1.137402 -1.488585 -0.529099 0.1 -0.2 -0.2 0.094
H 0.355320 2.250112 -0.746807 -0.1 0.1 0.2 0.027
H -1.013901 0.491873 -2.894662 -0.1 0.2 0.0 -0.115



Record 6
132
Properties=species:S:1:pos:R:3:forces:R:3:lowdin_charge:R:1 method="wB97M-V/def2-TZVPD" homo_ev=-9.4 lumo_energy_ev=0.43 energy_ev=-58169.6653 orbital_gap_ha=0.360 smiles=CC(C)O.CC(C)O.CC(C)O.CC(C)O.CC(C)O.CC(C)O.CC(C)O.CC(C)O.CC(C)O.CC(C)O.CC(C)O
C 4.715463 1.879394 0.278598 0.3 -0.3 -0.4 -0.041
C 3.250125 1.733033 0.614567 0.8 -0.8 -0.8 -0.522
C 2.714116 2.847399 1.417469 0.0 -0.4 2.9 -0.045
O 2.527871 1.725304 -0.596359 -0.7 -0.3 -1.0 -0.086
H 5.320520 1.860748 1.178265 0.2 0.1 0.2 0.085
H 4.907305 2.808545 -0.281410 -0.1 -0.3 0.2 0.097
H 4.998395 0.999453 -0.328895 0.1 0.5 0.1 0.069
H 3.181520 0.770678 1.144350 -0.5 -0.1 -0.1 0.115
H 2.958737 2.654046 2.522007 -0.3 0.5 -1.4 0.116
H 1.641614 2.988219 1.353525 -0.1 -0.2 -0.1 0.062
H 3.179059 3.744373 1.107303 0.5 1.2 -0.2 0.064
H 2.939544 1.246829 -1.358352 -0.1 0.0 0.8 0.072
C 1.929147 0.259247 4.447934 0.5 -0.2 0.1 -0.045
C 2.187997 0.775813 5.848718 0.1 -0.2 -0.7 -0.542
C 3.612272 0.702466 6.282754 1.8 0.6 0.1 -0.066
O 1.710800 2.085884 5.973510 -0.4 0.6 -1.0 -0.025
H 2.644911 0.657883 3.720779 -0.1 0.0 0.1 0.060
H 0.928743 0.600496 4.179924 0.0 -0.5 -0.2 0.075
H 2.053167 -0.848908 4.493191 -0.4 0.7 -0.3 0.099
H 1.569937 0.161204 6.463063 -0.4 -0.8 0.9 0.123
H 3.986684 -0.300686 6.369259 -0.1 -0.8 0.1 0.068
H 3.749349 1.155431 7.287900 0.0 -0.1 -0.6 0.087
H 4.348613 1.175840 5.567816 -1.0 0.0 0.6 0.103
H 1.919749 2.359542 6.853637 0.1 0.5 0.8 0.072
C -1.222511 6.155126 -1.008353 0.0 -1.1 -1.1 -0.033
C -0.222933 5.012208 -1.048427 1.1 -0.3 0.0 -0.480
C 1.240224 5.339263 -0.608917 -1.0 -0.3 0.7 -0.036
O -0.763322 3.957041 -0.301170 -0.8 0.3 1.1 -0.085
H -2.135157 5.845225 -1.578015 0.7 0.3 0.5 0.091
H -0.742483 6.973087 -1.522190 -0.2 0.7 0.1 0.073
H -1.510556 6.359794 0.012251 0.0 0.4 0.3 0.076
H -0.089044 4.630586 -2.063925 -0.3 0.3 -0.4 0.132
H 1.923576 4.469359 -0.726432 -0.6 0.5 -0.1 0.066
H 1.278914 5.683355 0.447038 0.0 -0.2 -0.5 0.092
H 1.536692 6.147995 -1.246776 0.6 0.5 -0.3 0.061
H -0.375647 3.126520 -0.592485 0.2 -0.9 -0.2 0.031
C -0.046781 -4.026413 -4.221349 0.3 1.5 -0.4 -0.044
C -1.067851 -2.866105 -4.306525 0.7 -0.7 0.7 -0.455
C -2.437586 -3.469487 -4.434260 -2.0 0.0 -0.2 -0.072
O -0.943348 -2.066038 -3.120225 0.1 0.4 -0.9 -0.075
H -0.146921 -4.625562 -5.072613 -0.4 -1.1 -1.6 0.056
H -0.180963 -4.709355 -3.392690 -0.1 0.3 0.6 0.074
H 0.970127 -3.651316 -4.316437 0.2 0.0 0.6 0.058
H -0.889036 -2.218117 -5.182243 0.2 -0.2 0.5 0.127
H -3.158603 -2.982427 -3.748094 0.2 0.4 -0.8 0.081
H -2.468257 -4.458628 -4.021195 0.3 -0.9 0.0 0.057
H -2.865814 -3.540864 -5.479648 0.6 0.3 1.1 0.101
H -1.157179 -2.649553 -2.386438 -0.3 -0.3 0.4 0.033
C 4.794289 -1.914409 -0.181305 0.1 0.7 0.5 -0.059
C 3.272934 -2.151784 -0.390249 1.7 -0.3 0.3 -0.448
C 3.120517 -2.950186 -1.676437 -0.1 0.3 0.1 -0.052
O 2.685004 -2.753983 0.790350 -0.3 0.1 -0.7 -0.059
H 5.024678 -1.293723 0.706608 -0.4 0.0 -0.4 0.070
H 5.116788 -1.345355 -1.073355 0.2 -0.4 0.4 0.075
H 5.446844 -2.798375 -0.003284 -0.8 0.2 -0.6 0.090
H 2.790712 -1.186575 -0.565921 0.0 0.0 0.1 0.113
H 3.670411 -3.903626 -1.729515 -0.6 0.1 0.5 0.095
H 3.594484 -2.328570 -2.437928 -0.2 0.0 -0.1 0.064
H 2.058415 -2.997708 -1.925181 0.1 -0.5 -0.2 0.074
H 2.413075 -2.014260 1.352088 0.1 -0.3 0.0 0.085
C -3.423854 2.259830 -2.058048 -0.3 0.8 -1.4 -0.046
C -4.501100 2.856140 -1.175638 -0.1 0.9 0.5 -0.464
C -5.058394 1.899541 -0.134800 0.9 1.2 0.5 -0.058
O -3.947920 4.024775 -0.513610 1.0 -0.8 -0.2 -0.088
H -2.507323 1.974926 -1.582246 0.3 -0.1 0.9 0.038
H -3.071344 2.982069 -2.830171 -0.5 -0.3 0.3 0.100
H -3.781243 1.377750 -2.557000 -0.2 -0.5 -0.4 0.075
H -5.412626 3.223639 -1.699111 0.9 -0.1 -0.4 0.141
H -5.884741 2.416259 0.350275 0.2 0.0 0.4 0.082
H -4.238011 1.674711 0.574859 -0.7 -0.3 -0.2 0.074
H -5.487878 1.051407 -0.600798 -0.1 -1.2 -0.4 0.061
H -2.974983 3.829016 -0.439871 -1.0 0.5 0.1 0.061
C 1.462971 1.752747 -3.902980 0.6 -2.0 0.8 -0.010
C 1.724024 0.245711 -3.493886 -0.4 1.3 1.0 -0.449
C 1.623099 -0.625100 -4.671286 0.5 0.0 -1.4 -0.064
O 2.982155 0.073691 -2.780805 1.0 0.9 -1.6 -0.098
H 2.164480 1.925775 -4.729440 0.1 0.6 0.4 0.079
H 1.513841 2.408087 -3.012159 0.2 -0.1 -0.8 0.071
H 0.484083 1.775395 -4.347539 -0.6 0.2 0.0 0.074
H 1.007409 -0.121985 -2.776445 -0.5 0.3 0.4 0.119
H 2.330605 -0.306393 -5.451737 -0.4 0.0 -0.1 0.098
H 0.605132 -0.667750 -5.029601 -0.2 0.5 -0.4 0.078
H 1.837976 -1.641157 -4.480738 0.5 -1.2 0.6 0.050
H 3.688668 0.344958 -3.429327 -0.8 -0.4 1.0 0.132
C -1.437993 -0.481487 -0.231172 -2.1 0.0 -0.4 -0.053
C -0.911081 0.851850 0.224983 -0.4 0.2 0.1 -0.449
C -0.087342 0.697943 1.511683 0.5 -1.3 -0.8 -0.033
O -0.156531 1.465826 -0.837877 0.7 -0.5 0.8 -0.092
H -2.170117 -0.863406 0.518995 0.5 0.1 -0.4 0.090
H -0.665033 -1.208206 -0.370765 0.6 -0.5 0.0 0.066
H -2.006735 -0.407409 -1.195951 0.6 0.1 0.7 0.090
H -1.776313 1.546980 0.401643 0.7 -0.6 0.2 0.131
H -0.672490 0.124754 2.226662 0.0 -0.1 0.1 0.087
H 0.090157 1.650119 1.930563 0.4 1.0 0.6 0.037
H 0.910595 0.141151 1.373064 -1.4 0.8 -0.1 0.102
H 0.786361 1.384123 -0.553811 -0.2 0.2 -0.7 0.059
C -4.461707 -4.599233 -1.043313 0.6 -0.3 0.1 -0.061
C -3.294242 -3.768058 -0.554936 -0.3 0.4 0.4 -0.475
C -3.133583 -3.930380 0.952310 -0.7 0.8 0.7 -0.056
O -2.026163 -4.007932 -1.216053 0.2 -0.5 0.9 -0.097
H -5.389460 -4.255336 -0.590067 0.0 0.3 0.1 0.080
H -4.347019 -5.636596 -0.706610 0.0 -0.1 -0.7 0.089
H -4.516981 -4.410858 -2.107031 -0.3 -0.8 -0.4 0.065
H -3.597500 -2.734501 -0.855749 0.5 -0.3 0.7 0.137
H -2.681578 -4.856930 1.333051 0.0 0.0 -0.7 0.077
H -4.119835 -3.855902 1.495235 0.9 0.2 -0.7 0.101
H -2.476869 -3.118899 1.249629 0.0 0.1 0.6 0.058
H -1.327727 -4.184972 -0.518050 -1.0 0.3 -0.8 0.067
C -3.375716 3.556542 3.002612 -0.3 -0.2 0.7 -0.049
C -2.175792 4.515496 3.115267 -1.8 0.1 -1.7 -0.504
C -2.012594 5.054726 4.508399 1.9 0.4 0.3 -0.061
O -1.065658 3.790133 2.691819 1.5 -0.5 0.9 -0.055
H -4.264197 4.023272 3.405733 -0.4 0.2 0.2 0.070
H -3.214261 2.613177 3.562244 0.2 0.6 0.0 0.092
H -3.651462 3.241802 2.005417 0.4 0.3 -0.5 0.032
H -2.336418 5.364716 2.376153 0.0 -0.7 0.9 0.150
H -1.240560 5.864788 4.521936 -0.6 -0.6 0.0 0.091
H -1.641280 4.284365 5.188436 0.0 -0.2 -0.1 0.082
H -2.902236 5.444219 4.950069 -0.8 0.3 0.0 0.063
H -0.855043 3.963689 1.780091 -0.1 0.2 -0.9 0.040
C 0.161065 -6.286845 2.070248 -0.9 -0.8 -0.6 -0.056
C 0.715048 -5.533086 0.869791 2.6 -1.7 1.7 -0.505
C 0.533655 -6.357118 -0.369993 -1.3 0.4 -1.2 -0.059
O 0.126291 -4.260012 0.818296 0.7 0.8 -1.0 -0.067
H 0.155836 -5.750965 2.989485 0.0 0.8 0.6 0.068
H 0.653587 -7.225336 2.267494 0.7 -0.3 -0.2 0.073
H -0.859752 -6.641128 1.852530 0.0 0.5 0.1 0.081
H 1.868694 -5.427363 1.013158 -1.8 0.1 0.0 0.163
H -0.505790 -6.274683 -0.717045 0.0 0.0 0.1 0.083
H 0.743705 -7.412964 -0.380561 0.3 -0.4 0.8 0.082
H 1.115050 -5.966437 -1.173500 0.6 0.5 -0.7 0.060
H 0.872661 -3.697046 0.501285 -0.7 0.1 0.4 0.080